(1)
6
Properties=species:S:1:pos:R:3:nbo_charge:R:1 method="wB97M-V/def2-TZVPD" lumo_ev="-2.590 / -1.062" homo_lumo_gap_ev="7.083 / 7.831" energy_ha=-1175.6709 e_homo_ev="-9.7 / -8.9" largest_force_ev_per_a=0.88 multiplicity=1
I -3.517 0.565 -0.206 -0.056
H 0.401 0.439 -0.008 0.016
F -2.723 -2.308 0.956 -0.329
P -1.809 -0.841 -1.131 0.453
S -0.827 -3.512 -0.333 0.094
C -1.837 -2.251 -0.049 -0.179

***

(2)
8
Properties=species:S:1:pos:R:3:nbo_charge:R:1 method="wB97M-V/def2-TZVPD" smiles="N#CNS(=O)(=O)F" lumo_ev=-0.246 homo_lumo_gap_ev=11.278 energy_ha=-796.6927 e_homo_ev=-11.5 largest_force_ev_per_a=3.33 multiplicity=1
F -2.089 -0.523 -1.187 -0.484
N 1.519 0.593 -2.205 -0.283
O -1.686 1.879 -1.423 -0.843
H 0.516 -0.072 0.629 0.475
C 0.848 0.432 -1.310 0.374
N 0.080 0.320 -0.259 -0.879
S -1.561 0.880 -0.457 2.484
O -2.309 1.053 0.734 -0.845

***

(3)
8
Properties=species:S:1:pos:R:3:nbo_charge:R:1 method="wB97M-V/def2-TZVPD" smiles="N#CNS(=O)(=O)F" lumo_ev=-1.292 homo_lumo_gap_ev=9.318 energy_ha=-796.6642 e_homo_ev=-10.6 largest_force_ev_per_a=5.53 multiplicity=1
O 1.198 1.914 0.287 -0.817
O 1.551 -0.633 0.613 -0.790
C -1.095 -1.030 0.202 0.354
N -1.038 -2.177 -0.019 -0.332
N -0.963 0.224 0.380 -0.807
H -1.743 0.769 0.089 0.430
S 0.999 0.539 0.034 2.416
F 1.090 0.393 -1.585 -0.454